Density functional theory data (ωB97M-V/def2-TZVPD) for one molecule with the formula C4H8O3.

ORCA input file:
```
! RIJCOSX wB97M-V def2-TZVPD def2/J DEFGRID3
* xyz 0 1
O 2.47 0.15 0.94
C 1.11 0.42 1.19
C 0.19 0.09 -0.01
O 0.95 -0.15 -1.14
C -0.92 -0.96 0.19
C -1.87 0.23 0.02
O -0.77 1.13 -0.20
H 2.53 -0.78 0.68
H 1.04 1.50 1.39
H 0.76 -0.12 2.09
H 1.56 0.60 -1.20
H -0.97 -1.69 -0.62
H -0.92 -1.45 1.16
H -2.55 0.18 -0.84
H -2.42 0.51 0.92
*
```

Calculated values
- ΔE to the lowest compared entry with this formula, charge and spin: 47.3 kcal/mol
- LUMO level: 0.846 eV
- Structure (SMILES): OC[C@@]1(O)CCO1
- Kohn-Sham gap: 0.396 hartree

Density functional theory data (ωB97M-V/def2-TZVPD) for C38H63Br14F2N3O10 as an isolated structure in a non-equilibrium geometry.

ORCA input file:
```
! RIJCOSX wB97M-V def2-TZVPD def2/J DEFGRID3
* xyz 0 1
C 0.77 -5.45 1.31
C 1.28 -4.68 0.08
C 0.30 -3.49 -0.22
C 1.10 -2.16 -0.35
C 1.46 -1.73 1.10
C 0.53 -1.06 -1.27
O -0.69 -0.43 -0.94
C -1.54 -0.96 0.00
C -2.41 0.17 0.57
N -2.56 -1.97 -0.55
C -2.92 -2.77 0.28
O -3.38 -3.44 1.14
C 0.26 -1.87 -2.58
O 1.16 -2.33 -3.22
N -1.08 -2.27 -2.99
C -1.94 -1.36 -3.58
O -2.61 -0.51 -3.11
F -2.06 -1.57 -4.91
C 1.58 0.16 -1.52
C 1.75 0.65 -2.96
C 0.54 1.23 -3.77
C 0.50 0.67 -5.21
C -0.36 1.54 -6.13
O -0.54 2.71 -5.95
O -0.91 0.96 -7.26
O 2.85 -0.24 -0.96
C 3.77 -0.89 -1.74
F 4.40 -1.83 -0.93
C 4.89 -0.06 -2.36
C 5.47 0.91 -1.27
C 6.77 0.37 -0.56
O 5.33 0.47 0.04
N 1.20 1.23 -0.56
C 2.25 1.67 0.35
C 2.26 1.29 1.83
O 3.10 2.46 0.03
C 0.58 2.45 -1.05
C 1.24 3.57 -1.87
O -0.57 2.65 -0.76
H 1.07 -4.96 2.24
H -0.32 -5.55 1.31
H 1.16 -6.47 1.32
H 2.30 -4.32 0.19
H 1.22 -5.35 -0.78
H -0.33 -3.41 0.67
H -0.35 -3.78 -1.05
H 2.05 -2.47 -0.78
H 0.79 -0.96 1.49
H 1.40 -2.58 1.78
H 2.50 -1.41 1.10
H -1.11 -1.44 0.88
H -3.01 0.65 -0.19
H -2.97 -0.28 1.39
H -1.70 0.87 1.05
H -1.52 -2.96 -2.40
H 2.48 1.46 -2.91
H 2.21 -0.07 -3.63
H 0.74 2.29 -3.93
H -0.43 1.18 -3.27
H 0.29 -0.40 -5.24
H 1.52 0.79 -5.58
H -0.88 0.00 -7.12
H 3.35 -1.52 -2.54
H 5.75 -0.66 -2.63
H 4.56 0.57 -3.18
H 5.44 1.98 -1.46
H 7.23 1.02 0.31
H 6.79 -0.69 -0.30
H 3.00 0.50 1.91
H 2.67 2.12 2.41
H 1.28 0.99 2.20
H 0.50 3.93 -2.58
H 2.21 3.33 -2.29
H 1.40 4.39 -1.16
Br -4.08 -3.00 5.38
C -5.81 -2.26 4.89
C -5.84 -1.83 3.45
Br -4.89 -0.14 3.22
H -6.01 -1.44 5.58
H -6.52 -3.06 5.06
H -6.86 -1.63 3.13
H -5.38 -2.55 2.78
Br -9.93 -4.00 8.03
C -8.40 -2.80 8.02
C -8.81 -1.39 7.68
Br -9.14 -1.18 5.77
H -7.68 -3.21 7.33
H -7.99 -2.84 9.03
H -8.00 -0.69 7.90
H -9.71 -1.07 8.20
Br 2.51 1.92 -8.36
C 3.17 0.20 -8.99
C 2.05 -0.79 -9.15
Br 1.47 -1.49 -7.42
H 3.93 -0.12 -8.28
H 3.64 0.41 -9.95
H 2.39 -1.66 -9.71
H 1.17 -0.38 -9.63
Br -3.20 1.35 -6.81
C -5.09 1.68 -6.45
C -5.93 1.50 -7.69
Br -5.76 3.03 -8.89
H -5.17 2.67 -6.02
H -5.37 0.94 -5.70
H -6.99 1.45 -7.44
H -5.66 0.62 -8.26
Br 6.15 2.13 1.47
C 6.15 2.16 3.43
C 7.36 2.84 3.99
Br 8.93 1.69 3.89
H 6.05 1.12 3.75
H 5.24 2.70 3.69
H 7.24 3.04 5.06
H 7.61 3.76 3.48
Br -2.50 0.96 6.49
C -2.33 0.27 8.30
C -3.44 -0.68 8.62
Br -5.11 0.25 8.99
H -2.29 1.13 8.96
H -1.37 -0.24 8.32
H -3.22 -1.24 9.53
H -3.65 -1.38 7.82
Br 4.34 4.16 5.41
C 2.75 5.02 4.70
C 2.92 5.39 3.25
Br 4.04 6.98 3.05
H 2.54 5.88 5.33
H 1.95 4.29 4.81
H 1.97 5.66 2.80
H 3.39 4.60 2.66
*
```

Calculated values
- LUMO level: 0.087 eV
- Kohn-Sham gap: 0.320 hartree

Density functional theory data (ωB97M-V/def2-TZVPD) for C12H30LiO6 as an isolated structure in a non-equilibrium geometry.

ORCA input file:
```
! RIJCOSX wB97M-V def2-TZVPD def2/J DEFGRID3
* xyz 1 1
Li 0.00 -0.12 0.23
C 1.02 0.31 3.28
O 0.03 0.43 2.16
C -1.04 1.46 2.24
C -2.26 1.15 1.30
O -1.93 1.10 -0.12
C -3.02 0.75 -0.82
H 1.81 1.05 3.32
H 1.37 -0.72 3.38
H 0.42 0.47 4.18
H -0.75 2.41 1.80
H -1.40 1.61 3.26
H -3.16 1.74 1.45
H -2.63 0.14 1.51
H -3.24 -0.31 -0.94
H -2.98 1.12 -1.85
H -3.97 1.04 -0.38
C 0.05 2.76 -1.77
O 0.68 1.72 -1.05
C 1.68 2.29 -0.23
C 2.73 1.28 0.07
O 2.05 0.12 0.59
C 2.97 -0.99 0.48
H -0.68 2.30 -2.44
H 0.70 3.44 -2.33
H -0.50 3.41 -1.09
H 1.14 2.67 0.64
H 2.14 3.18 -0.65
H 3.42 1.75 0.78
H 3.19 1.01 -0.88
H 3.26 -1.09 -0.57
H 2.41 -1.86 0.83
H 3.87 -0.92 1.09
C 0.81 -1.06 -3.17
O -0.25 -0.95 -2.18
C -0.97 -2.16 -1.97
C -0.46 -2.86 -0.71
O -0.63 -1.92 0.38
C -1.32 -2.60 1.41
H 1.56 -1.83 -2.98
H 1.42 -0.16 -3.28
H 0.26 -1.29 -4.08
H -0.89 -2.82 -2.84
H -2.03 -1.95 -1.86
H 0.60 -3.05 -0.88
H -0.94 -3.83 -0.58
H -0.86 -3.52 1.79
H -2.38 -2.70 1.18
H -1.28 -2.01 2.33
*
```

Calculated values
- ΔE to the lowest compared entry with this formula, charge and spin: 47.2 kcal/mol
- LUMO level: -1.947 eV
- Kohn-Sham gap: 0.404 hartree

> Look up the LUMO level of the first one.

0.846 eV

> Which of these has the highest LUMO level?

C4H8O3

> Look up the LUMO level of the second one.

0.087 eV